Entry 1:
A structure of composition C34H51EuN6O3 at a distorted geometry, computed with ωB97M-V/def2-TZVPD.

Geometry (Å):
Eu1 -0.024 -0.256 0.502
C1 4.256 -0.342 -2.009
C2 4.356 -1.047 -0.685
C3 5.305 -2.049 -0.506
C4 5.390 -2.756 0.680
C5 4.507 -2.477 1.711
C6 3.551 -1.481 1.573
C7 2.584 -1.187 2.676
C8 3.496 -0.754 0.382
N1 2.501 0.251 0.222
C9 2.887 1.509 0.099
C10 4.272 2.037 0.339
C11 1.901 2.473 -0.333
C12 2.439 3.663 -1.078
N2 0.631 2.193 -0.138
C13 -0.373 3.061 -0.654
C14 -0.995 2.697 -1.855
C15 -0.570 1.457 -2.586
C16 -2.007 3.508 -2.352
C17 -2.419 4.633 -1.656
C18 -1.806 4.968 -0.460
C19 -0.765 4.202 0.055
C20 -0.046 4.643 1.296
H1 4.628 -0.988 -2.804
H2 4.857 0.569 -2.031
H3 3.226 -0.075 -2.247
H4 5.972 -2.290 -1.325
H5 6.132 -3.534 0.798
H6 4.559 -3.035 2.638
H7 2.812 -1.769 3.568
H8 1.570 -1.478 2.382
H9 2.581 -0.130 2.947
H10 4.923 1.272 0.755
H11 4.224 2.879 1.031
H12 4.722 2.415 -0.581
H13 3.042 3.325 -1.923
H14 3.096 4.258 -0.443
H15 1.638 4.299 -1.451
H16 0.446 1.537 -2.975
H17 -1.235 1.250 -3.424
H18 -0.577 0.567 -1.949
H19 -2.487 3.243 -3.286
H20 -3.216 5.250 -2.046
H21 -2.127 5.849 0.081
H22 -0.663 5.328 1.876
H23 0.874 5.174 1.041
H24 0.237 3.810 1.930
C21 -3.150 -1.498 0.328
N3 -2.711 -0.096 0.469
C22 -3.348 0.694 -0.598
C23 -3.155 0.445 1.766
C24 -2.383 -0.084 2.954
N4 -0.957 0.289 2.965
C25 -0.330 -0.404 4.107
C26 -0.794 1.736 3.130
H25 -4.242 -1.567 0.393
H26 -2.709 -2.131 1.097
H27 -2.836 -1.870 -0.647
H28 -4.439 0.630 -0.527
H29 -3.043 0.314 -1.573
H30 -3.051 1.737 -0.519
H31 -4.219 0.220 1.918
H32 -3.080 1.532 1.714
H33 -2.431 -1.174 2.998
H34 -2.869 0.290 3.865
H35 -0.853 -0.154 5.037
H36 0.704 -0.085 4.206
H37 -0.359 -1.480 3.949
H38 -1.275 2.090 4.050
H39 -1.216 2.278 2.286
H40 0.268 1.973 3.186
C27 -2.425 -4.746 -1.400
C28 -1.156 -4.418 -2.176
C29 0.093 -4.183 -1.292
C30 1.368 -4.230 -2.158
C31 2.645 -4.081 -1.347
C32 0.164 -5.307 -0.269
O1 0.325 -6.455 -0.590
N5 -0.011 -4.956 1.057
C33 -0.136 -3.679 1.562
O2 -0.293 -3.496 2.754
N6 -0.082 -2.627 0.674
C34 -0.007 -2.818 -0.649
O3 -0.019 -1.787 -1.378
H41 -3.277 -4.815 -2.075
H42 -2.660 -3.991 -0.647
H43 -2.337 -5.704 -0.889
H44 -1.285 -3.525 -2.790
H45 -0.918 -5.242 -2.850
H46 1.282 -3.443 -2.908
H47 1.359 -5.189 -2.676
H48 2.662 -3.147 -0.779
H49 3.516 -4.078 -1.999
H50 2.769 -4.908 -0.646
H51 -0.008 -5.706 1.736

Cartesian forces, eV/Å:
-0.30 0.94 0.33
-0.04 -0.01 -0.08
0.01 0.02 0.12
-0.05 -0.02 0.02
-0.02 0.02 0.00
0.04 0.01 -0.06
-0.01 -0.02 -0.01
-0.12 0.00 0.04
0.38 -0.13 -0.02
1.04 2.52 -0.38
0.56 -3.21 0.83
0.14 -0.39 0.04
-3.30 0.61 -0.33
-0.40 0.15 0.01
2.50 0.81 -0.40
-0.21 0.24 -0.11
0.07 0.05 0.10
0.07 -0.10 -0.01
0.02 -0.01 0.05
-0.01 0.02 0.01
-0.03 -0.02 -0.05
0.04 -0.06 -0.09
0.05 0.12 0.01
0.00 0.01 0.00
0.02 0.05 -0.01
0.00 -0.01 -0.02
0.01 0.01 -0.01
0.01 0.00 -0.01
-0.01 0.01 0.00
0.01 0.03 0.01
-0.04 -0.02 0.08
0.01 0.02 0.01
-0.04 0.00 -0.02
-0.04 0.01 0.04
-0.02 -0.05 0.01
-0.01 -0.04 -0.02
-0.05 -0.01 0.02
0.00 -0.05 0.02
0.04 0.03 -0.04
0.03 0.01 0.00
-0.07 0.01 -0.15
0.01 -0.01 -0.01
-0.02 0.01 0.00
0.01 0.02 0.01
0.01 -0.01 0.00
0.03 0.05 -0.02
0.04 -0.04 0.04
0.06 0.19 -0.02
-0.27 0.03 -0.01
0.08 -0.14 0.13
-0.03 0.00 -0.15
0.11 -0.01 0.04
-0.06 -0.10 0.21
-0.08 0.15 -0.10
-0.02 -0.21 0.02
-0.05 -0.02 0.00
0.01 0.05 -0.02
0.01 0.02 0.00
-0.07 0.01 -0.03
0.00 -0.02 -0.02
0.00 0.02 0.02
-0.06 -0.02 0.01
0.02 0.01 0.01
-0.01 0.01 -0.02
-0.03 0.01 0.07
-0.02 0.00 0.07
0.03 0.02 0.02
-0.02 -0.03 -0.01
-0.03 0.05 0.04
-0.04 -0.01 -0.03
0.04 -0.01 0.03
-0.03 0.02 0.02
0.08 -0.03 -0.01
-0.03 -0.05 0.02
-0.11 -0.05 0.02
0.02 0.02 0.02
-0.08 0.25 0.03
0.05 -0.23 -0.05
0.08 -0.32 -0.06
-0.02 0.43 -0.26
0.02 -0.05 0.12
0.03 -1.16 0.09
0.01 0.19 0.13
-0.03 -0.50 -0.22
-0.01 0.01 -0.01
0.03 -0.01 -0.01
0.00 -0.03 0.00
-0.01 0.01 0.00
-0.01 -0.03 0.01
0.00 0.03 0.00
0.03 -0.01 0.00
-0.02 -0.02 -0.01
0.04 0.00 -0.04
-0.01 -0.01 0.01
-0.01 -0.02 -0.04

Values from the calculation:
* Kohn-Sham gap (alpha / beta): 5.945 / 7.822 eV
* HOMO energy (alpha / beta): -9.58 / -11.44 eV
* relative energy (zero: lowest compared OMol25 entry of this formula, charge and spin): 1.9 kcal/mol
* charge: +1
* expectation value of S²: 15.760
* multiplicity: 8

---

Entry 2:
A structure of composition ClCu, computed with ωB97M-V/def2-TZVPD.

Geometry (Å):
Cu1 17.318 -15.814 -11.845
Cl1 17.007 -16.078 -14.458

Cartesian forces, eV/Å:
-0.07 -0.06 -0.67
0.07 0.06 0.67

Values from the calculation:
* Kohn-Sham gap (alpha / beta): 9.902 / 6.786 eV
* HOMO energy (alpha / beta): -17.56 / -17.14 eV
* relative energy (zero: lowest compared OMol25 entry of this formula, charge and spin): 15.7 kcal/mol
* charge: +1
* expectation value of S²: 0.762
* multiplicity: 2

---

Entry 3:
A structure of composition C20H22N7NiO7PS, computed with ωB97M-V/def2-TZVPD.

Geometry (Å):
Ni1 0.639 -1.288 0.385
O1 -1.155 -4.452 -0.893
C1 -0.241 -3.653 -0.871
O2 0.230 -3.123 0.219
C2 0.455 -3.265 -2.163
C3 0.585 -4.247 -3.120
C4 1.261 -3.979 -4.305
C5 1.791 -2.735 -4.558
C6 1.616 -1.737 -3.616
C7 0.954 -1.951 -2.390
O3 0.793 -1.000 -1.530
N1 2.152 -0.427 -3.966
O4 3.058 -0.385 -4.769
O5 1.595 0.563 -3.518
N2 1.409 -5.029 -5.310
O6 0.926 -6.113 -5.063
O7 2.011 -4.752 -6.326
H1 0.157 -5.223 -2.940
H2 2.319 -2.530 -5.478
N3 1.111 1.553 -1.098
C8 1.706 1.777 0.076
S1 1.846 0.548 1.248
N4 2.133 3.031 0.308
C9 2.767 3.609 1.440
C10 2.461 4.939 1.708
C11 3.069 5.593 2.764
C12 3.981 4.921 3.565
C13 4.289 3.599 3.285
C14 3.696 2.937 2.220
H3 1.015 0.582 -1.422
H4 1.237 2.223 -1.844
H5 1.894 3.704 -0.409
H6 1.739 5.458 1.090
H7 2.822 6.626 2.965
H8 4.453 5.427 4.394
H9 5.012 3.072 3.891
H10 3.966 1.917 1.999
C15 -4.198 -1.310 2.350
N5 -4.128 -1.232 0.894
C16 -4.377 0.148 0.489
N6 -3.485 1.127 1.114
C17 -3.574 0.971 2.565
N7 -3.298 -0.383 3.038
C18 -1.900 -0.748 2.838
P1 -1.457 -0.708 1.044
C19 -2.847 -1.724 0.391
C20 -2.111 0.970 0.646
H11 -3.971 -2.330 2.665
H12 -5.220 -1.069 2.653
H13 -5.400 0.403 0.774
H14 -4.288 0.225 -0.596
H15 -4.590 1.233 2.869
H16 -2.878 1.665 3.041
H17 -1.722 -1.755 3.223
H18 -1.252 -0.060 3.386
H19 -2.688 -2.768 0.674
H20 -2.834 -1.693 -0.702
H21 -2.064 1.121 -0.435
H22 -1.469 1.724 1.112

Cartesian forces, eV/Å:
0.29 -0.09 -0.13
-0.05 -0.10 -0.11
0.04 0.06 -0.07
0.16 0.02 0.26
-0.03 -0.06 0.05
0.03 0.11 -0.03
-0.03 0.14 0.10
0.02 -0.06 -0.03
0.16 -0.09 -0.15
-0.23 -0.50 -0.07
0.01 0.12 0.40
-0.50 -0.08 -0.47
0.30 0.06 0.08
0.15 0.11 0.01
0.02 0.10 0.14
-0.09 -0.21 0.01
0.10 0.02 -0.24
0.00 0.00 0.00
-0.03 -0.02 0.05
0.38 0.50 0.44
-0.32 -0.03 -0.33
0.04 -0.19 0.19
0.02 0.12 -0.22
-0.08 0.05 0.05
-0.01 -0.02 0.05
0.01 0.00 0.02
-0.01 -0.01 -0.02
0.01 0.01 0.01
0.06 0.01 -0.01
-0.11 -0.05 -0.09
-0.04 0.03 0.05
0.05 -0.11 0.07
-0.02 0.01 -0.02
0.00 0.03 0.00
0.01 0.01 0.02
0.03 -0.02 0.03
0.01 -0.01 -0.01
-0.07 -0.04 0.05
-0.04 0.00 0.02
-0.07 0.03 -0.06
-0.03 0.01 0.02
-0.02 0.07 0.05
-0.04 0.01 0.03
0.06 -0.04 -0.04
-0.28 0.14 -0.01
0.09 -0.04 -0.02
0.06 -0.01 -0.02
-0.01 0.00 0.00
0.03 -0.02 -0.01
0.01 0.00 -0.01
0.00 0.00 0.00
0.03 0.00 -0.01
-0.01 0.00 0.00
0.01 0.02 0.01
-0.01 -0.01 0.00
-0.02 0.03 -0.02
-0.02 0.00 0.02
0.00 0.01 0.02
-0.02 -0.01 -0.02

Values from the calculation:
* Kohn-Sham gap (alpha / beta): 8.352 / 8.133 eV
* HOMO energy (alpha / beta): -8.67 / -8.87 eV
* expectation value of S²: 2.007
* multiplicity: 3

---

Entry 4:
A structure of composition C17H28AlCaClIN3O9P2S3 at a distorted geometry, computed with ωB97M-V/def2-TZVPD.

Geometry (Å):
C1 4.217 -0.032 2.061
O1 5.216 0.383 1.056
C2 4.751 -0.054 -0.254
C3 3.291 0.631 -0.543
N1 2.199 -0.279 -0.684
C4 1.003 0.498 -0.886
C5 -0.351 -0.326 -1.040
P1 -0.230 -2.235 -0.946
N2 0.038 -2.543 0.630
C6 -1.749 0.355 -1.232
P2 -3.327 -0.670 -1.429
S1 -3.737 -0.728 -3.363
C7 -1.856 1.933 -1.262
C8 -3.290 2.633 -1.410
C9 -3.913 2.764 0.097
C10 -5.511 2.930 0.094
O2 -3.235 3.857 0.811
C11 -0.535 2.738 -1.141
I1 -0.615 4.938 -1.201
C12 0.877 2.049 -0.952
N3 2.020 2.909 -0.851
C13 3.240 2.197 -0.639
C14 4.575 3.096 -0.462
S2 5.834 2.841 -1.819
O3 5.282 1.974 -2.916
O4 7.062 2.156 -1.142
H1 3.433 0.782 2.270
H2 4.726 -0.324 3.055
H3 3.621 -0.965 1.733
H4 5.494 0.105 -1.109
H5 4.592 -1.200 -0.180
H6 0.959 -2.695 -1.640
H7 -1.393 -2.889 -1.465
H8 0.972 -3.021 0.735
H9 -4.449 -0.008 -0.819
H10 -3.206 -2.026 -1.002
H11 -3.179 3.641 -1.935
H12 -4.000 1.982 -2.026
H13 -3.609 1.804 0.676
H14 -6.063 2.067 -0.425
H15 -5.867 2.913 1.198
H16 -5.862 3.958 -0.313
H17 -2.518 3.447 1.361
H18 5.036 2.982 0.609
H19 4.251 4.209 -0.524
H20 6.302 4.069 -2.292
Ca1 7.101 1.950 0.998
O5 2.636 -4.476 -1.930
H21 3.544 -4.233 -2.224
H22 2.397 -5.225 -2.505
C15 -5.100 -3.389 2.857
S3 -3.581 -2.651 2.219
O6 -3.938 -1.902 0.967
C16 -2.814 -4.206 1.718
H23 -5.759 -2.589 3.195
H24 -5.597 -3.959 2.069
H25 -4.861 -4.041 3.698
H26 -3.454 -4.724 1.002
H27 -2.651 -4.830 2.598
H28 -1.852 -3.982 1.251
C17 0.150 1.146 2.387
O7 -1.009 0.745 2.333
O8 0.505 2.338 2.252
O9 1.152 0.421 2.579
Al1 1.050 -4.417 -3.779
Cl1 1.585 -4.824 -0.169

Cartesian forces, eV/Å:
-1.36 -0.70 1.95
0.34 0.20 -0.30
-2.25 -1.15 -0.98
-0.17 0.23 -0.45
0.69 6.54 -0.14
-2.41 -0.82 -0.28
-1.70 2.47 -1.00
1.73 0.83 3.24
0.04 0.47 -1.21
4.16 1.20 1.40
-0.57 0.16 -2.01
0.44 0.11 0.32
3.13 -0.21 -0.04
0.51 -0.58 0.74
0.41 -0.49 0.02
0.01 0.52 1.09
-0.15 -1.48 -0.20
-1.35 -2.86 -0.02
0.23 -2.02 0.04
-0.23 0.20 0.00
1.34 -4.62 0.44
-2.31 -1.64 -0.20
-2.01 0.89 0.48
-0.20 -4.58 -2.27
1.45 3.25 3.20
-1.84 2.04 -0.52
1.34 -1.07 -0.54
-0.45 0.66 -1.75
1.15 1.52 0.19
-0.83 0.22 1.51
0.10 1.91 -0.24
-1.02 0.49 -0.41
0.52 0.64 -0.23
-1.22 0.45 -0.12
1.18 -0.44 0.47
0.25 1.17 0.47
-0.19 -1.37 0.93
1.22 0.77 0.69
-0.84 1.28 -1.09
1.06 1.33 0.53
0.69 0.00 -1.79
0.78 -1.82 0.40
-1.02 0.53 -0.71
-0.76 0.11 -1.88
0.40 -1.78 0.01
-0.42 -0.68 0.40
-0.37 -1.22 0.37
2.32 1.18 -5.04
0.35 0.02 -0.28
1.01 -1.05 0.85
-0.15 0.09 -0.15
0.15 -0.35 0.46
-0.11 -0.18 0.10
0.00 0.02 -0.26
0.13 -0.01 -0.03
0.08 0.05 0.00
0.08 0.08 -0.05
-0.11 0.07 0.09
-0.02 0.11 0.00
0.00 0.13 0.17
-0.46 0.16 0.00
-0.17 0.03 -0.10
-0.02 0.73 -0.15
0.64 -1.01 -0.05
-0.53 0.51 0.08
-2.68 -1.21 3.87

Values from the calculation:
* Kohn-Sham gap: 2.701 eV
* HOMO energy: -10.94 eV
* relative energy (zero: lowest compared OMol25 entry of this formula, charge and spin): 183.1 kcal/mol
* charge: +2
* multiplicity: 1